Computed, not measured: a molecular structure, C4H4S2 in a non-equilibrium geometry, with ωB97M-V with the def2-TZVPD basis set.

Element x y z (Å)
1 C -1.238 0.408 -0.147
2 C -1.397 -1.522 -0.273
3 C 0.231 0.687 -0.391
4 C 0.991 -0.416 0.377
5 S -2.511 1.217 0.291
6 S 0.070 -2.052 0.156
7 H 0.245 0.771 -1.509
8 H 0.687 1.744 -0.037
9 H 2.024 -0.669 0.055
10 H 0.899 -0.168 1.479

Atoms 1-6, force components in eV/Å:
0.647 -3.256 0.119
-0.616 2.782 -0.145
0.347 1.771 0.381
0.352 -0.333 0.197
-0.203 0.447 0.016
0.289 1.231 0.082

Its total energy is -25878.66002 eV. As for the LUMO energy: -0.56 eV. The HOMO energy is -8.250 eV. As for the spin multiplicity: 1. The relative energy (zero: lowest compared OMol25 entry of this formula, charge and spin) is 93.7 kcal/mol.

List of Mulliken charges in e, atom by atom: atom 1 (C): 0.10, atom 2 (C): -0.15, atom 3 (C): -0.31, atom 4 (C): -0.62, atom 5 (S): -0.26, atom 6 (S): 0.03, atom 7 (H): 0.26, atom 8 (H): 0.27, atom 9 (H): 0.37, atom 10 (H): 0.30